# C30H29N4PdSSi

A structure of composition C30H29N4PdSSi (ωB97M-V/def2-TZVPD, the OMol25 dataset).

ΔE to the lowest compared entry with this formula, charge and spin (kcal per mole): 8.56
Highest occupied orbital energy (hartree): -0.1117
LUMO level (eV): 2.623
Kohn-Sham gap (eV): 5.664
Charge: -1

Structure (XYZ):
```
66
Properties=species:S:1:pos:R:3:forces:R:3:nbo_charge:R:1
Pd -0.61948 1.33294 -0.33867 -0.0944 0.1642 -0.1502 0.062
C -4.76366 3.02770 2.83257 -0.0512 -0.0148 0.0091 -0.398
N -3.42454 3.53858 2.67629 -0.0106 -0.0301 -0.0321 -0.370
C -2.81581 4.48762 3.47346 0.1022 0.0701 0.0315 -0.096
C -1.55856 4.63664 3.01714 -0.0663 0.0078 0.0388 -0.051
N -1.40100 3.78357 1.94365 -0.0797 -0.0565 -0.0955 -0.386
C -2.55846 3.08011 1.72864 0.0713 0.0372 0.0485 0.282
S -2.93614 1.86851 0.62828 -0.0576 -0.0950 0.0181 -0.255
C -0.16930 3.56949 1.25302 0.0307 0.0094 -0.0137 0.343
C 0.99159 3.45628 1.96407 -0.0414 0.0040 0.0337 -0.319
C 2.16588 3.12645 1.24373 0.0153 -0.0016 -0.0113 -0.234
C 2.05752 2.83210 -0.07958 0.0057 -0.0001 -0.0004 -0.240
C 0.78327 2.92443 -0.72784 0.0911 0.0885 -0.0847 -0.076
N -0.29952 3.48270 -0.08556 0.0419 -0.1074 0.0719 -0.528
H -5.28547 3.64178 3.56453 0.0056 -0.0010 0.0058 0.195
H -4.73976 1.98942 3.16515 0.0081 0.0005 -0.0010 0.216
H -5.28529 3.05906 1.87710 0.0045 0.0120 0.0011 0.228
H -3.33398 4.98065 4.27551 -0.0125 -0.0022 0.0012 0.215
H -0.76253 5.28340 3.33483 0.0010 0.0093 0.0070 0.229
H 0.98194 3.52978 3.04183 0.0179 -0.0141 0.0074 0.215
H 3.11647 3.04769 1.75658 -0.0030 0.0060 0.0023 0.203
H 2.91300 2.50555 -0.65749 -0.0150 -0.0068 -0.0207 0.216
H 0.76795 2.99518 -1.81010 -0.0065 0.0139 0.0181 0.210
C -0.28235 -2.63192 2.80710 -0.0069 0.0477 0.0184 -0.601
C -1.43583 -1.63223 2.91921 0.0193 -0.0693 0.0623 -0.513
C -0.97730 -0.24780 3.02085 -0.0152 0.0218 -0.2065 0.325
N -0.63468 0.84737 3.04225 0.0517 0.0261 0.3696 -0.360
H -0.67877 -3.64365 2.72061 -0.0061 -0.0016 0.0025 0.206
H 0.36221 -2.58104 3.68492 -0.0139 -0.0092 0.0023 0.207
H 0.32800 -2.42233 1.93149 0.0040 -0.0152 -0.0187 0.254
H -2.04806 -1.84912 3.79749 -0.0203 0.0203 -0.0168 0.227
H -2.08925 -1.68770 2.04649 0.0021 0.0454 -0.0193 0.257
C -2.43341 -4.20111 -2.56576 -0.0104 -0.0077 0.0036 -0.251
C -2.30284 -3.82361 -1.23364 -0.0283 -0.0426 -0.0106 -0.220
C -1.48377 -2.75903 -0.89596 -0.0087 0.0356 0.0054 -0.240
C -0.75451 -2.04140 -1.84968 0.0445 0.1015 -0.0183 -0.311
C -0.90070 -2.44588 -3.17765 0.0458 0.0184 -0.0190 -0.254
C -1.73071 -3.50357 -3.53580 -0.0108 -0.0350 -0.0201 -0.224
Si 0.32448 -0.54462 -1.25936 -0.0729 -0.2920 -0.1335 0.894
C 1.33075 -0.21606 -2.87249 -0.0268 0.0345 0.1023 -0.428
C 0.84166 0.73742 -3.77180 -0.0221 -0.0188 0.0291 -0.154
C 1.48592 1.01221 -4.96955 0.0324 0.0235 -0.0699 -0.251
C 2.66142 0.34700 -5.29465 0.0061 0.0101 -0.0225 -0.245
C 3.17688 -0.59281 -4.41363 0.0119 -0.0015 -0.0050 -0.216
C 2.51430 -0.86842 -3.22324 -0.0027 -0.0116 0.0387 -0.226
C 1.59113 -1.49841 -0.16460 0.0127 0.0674 -0.0082 -0.445
C 2.20627 -0.81366 0.88889 -0.0100 0.0466 -0.0109 -0.216
C 3.11376 -1.43748 1.73492 0.0196 0.0126 0.0349 -0.224
C 3.42092 -2.77950 1.55657 0.0172 -0.0358 0.0051 -0.242
C 2.81821 -3.48570 0.52308 0.0101 -0.0187 0.0104 -0.256
C 1.92043 -2.84776 -0.32414 -0.0112 0.0220 -0.0013 -0.161
H -3.07831 -5.02728 -2.84158 -0.0008 -0.0041 0.0009 0.194
H -2.84885 -4.36042 -0.46493 0.0063 0.0134 0.0125 0.192
H -1.40295 -2.45987 0.14381 -0.0101 -0.0283 0.0331 0.193
H -0.35024 -1.92461 -3.95412 -0.0125 -0.0080 -0.0018 0.211
H -1.82474 -3.78895 -4.57810 0.0086 0.0126 -0.0033 0.195
H -0.06761 1.27304 -3.51121 0.0098 0.0034 -0.0190 0.208
H 1.07993 1.75225 -5.65044 -0.0141 0.0043 0.0094 0.196
H 3.17467 0.56411 -6.22446 -0.0041 0.0033 -0.0011 0.195
H 4.09746 -1.11228 -4.65639 0.0029 -0.0075 0.0093 0.194
H 2.92861 -1.60666 -2.54483 0.0306 -0.0118 -0.0213 0.209
H 1.93965 0.22601 1.05745 0.0032 -0.0116 -0.0063 0.232
H 3.56987 -0.87947 2.54543 -0.0006 0.0010 0.0009 0.198
H 4.12087 -3.27408 2.22063 -0.0038 -0.0027 0.0007 0.196
H 3.04645 -4.53611 0.37902 0.0039 -0.0050 0.0023 0.196
H 1.44692 -3.41445 -1.11937 0.0127 -0.0263 -0.0053 0.201
```
Forces are in eV/Å.